No. 1
Density functional theory data (ωB97M-V with the def2-TZVPD basis set) for a molecular structure, C16H32LiN5OPS.

```
57
Properties=species:S:1:pos:R:3:lowdin_charge:R:1
Li 3.6011 9.2243 13.8929 0.53
O 4.7578 10.4690 13.3457 -0.42
P 5.7154 10.8787 12.2305 0.57
N 6.5142 9.5715 11.6598 -0.19
C 7.4214 9.4585 10.5105 -0.20
C 7.9310 8.0297 10.4466 -0.17
C 7.0653 7.2080 11.4324 -0.15
C 6.3169 8.2556 12.3089 -0.18
N 6.7956 11.9902 12.7922 -0.21
C 6.4667 12.9315 13.8404 -0.17
C 7.8439 13.5248 14.3068 -0.14
C 8.9550 12.7968 13.4883 -0.14
C 8.1815 11.8978 12.4698 -0.23
N 4.8811 11.6306 11.0311 -0.19
C 3.4414 11.2947 10.8471 -0.20
C 2.8213 12.5590 10.3093 -0.17
C 3.9787 13.4606 9.8054 -0.16
C 5.2816 12.7080 10.0634 -0.16
H 8.2617 10.1785 10.6398 0.10
H 6.8855 9.6907 9.5707 0.12
H 9.0218 7.9915 10.7842 0.13
H 7.8625 7.7028 9.3959 0.11
H 7.7676 6.5197 11.9432 0.11
H 6.3231 6.5499 10.8635 0.13
H 6.6808 8.2265 13.3332 0.11
H 5.2361 7.9753 12.2929 0.10
H 5.9290 12.4715 14.6783 0.10
H 5.8643 13.7504 13.4623 0.11
H 8.0917 13.3572 15.3440 0.09
H 7.8601 14.6234 14.1295 0.11
H 9.5622 12.1755 14.1865 0.11
H 9.6259 13.5287 12.9611 0.12
H 8.5913 10.8601 12.4542 0.11
H 8.3579 12.2727 11.4294 0.11
H 2.9755 11.0221 11.8009 0.09
H 3.3817 10.4268 10.1630 0.12
H 2.2511 13.0827 11.1200 0.12
H 2.1011 12.2945 9.5185 0.11
H 3.9845 14.4038 10.3693 0.11
H 3.7511 13.7729 8.7711 0.12
H 6.1045 13.3237 10.4599 0.11
H 5.7356 12.1902 9.1952 0.11
C 4.0528 10.6738 17.5969 -0.02
N 2.9606 9.7098 17.8446 -0.15
C 2.9268 8.9812 19.1062 -0.13
C 1.7297 8.0449 18.9731 -0.12
N 1.3946 8.1610 17.5591 0.01
C 2.1106 9.1065 16.9235 -0.78
S 1.8689 9.4782 15.2877 0.56
H 5.0302 10.1718 17.7906 0.10
H 3.9320 11.5681 18.2363 0.11
H 4.0909 10.8371 16.5341 0.05
H 2.8320 9.7317 19.9406 0.15
H 3.8425 8.4299 19.2476 0.12
H 0.8683 8.4093 19.5576 0.13
H 1.8766 6.9825 19.1952 0.13
H 0.6161 7.6480 17.1617 0.15
```

- net charge = +1
- spin multiplicity = 1
- HOMO-LUMO gap (eV) = 8.93

=====

No. 2
Density functional theory data (ωB97M-V with the def2-TZVPD basis set) for a gas-phase ion, C16H32N (charge +1).

```
49
Properties=species:S:1:pos:R:3:lowdin_charge:R:1
C -3.3465 -3.2648 -0.9929 -0.07
C -3.5511 -1.9330 -0.4922 -0.05
C -3.7252 -0.8201 -0.0770 -0.02
C -3.9269 0.5120 0.4570 -0.12
H -3.7438 0.5080 1.5343 0.14
H -4.9610 0.8266 0.2875 0.15
N -3.0223 1.5218 -0.1832 -0.34
C -3.1827 2.8164 0.4973 0.01
H -4.2107 3.1637 0.4049 0.12
H -2.5223 3.5566 0.0486 0.12
H -2.9414 2.7244 1.5539 0.11
C -3.4149 1.6652 -1.5977 0.01
H -2.7539 2.3650 -2.1054 0.12
H -3.3593 0.6968 -2.0932 0.11
H -4.4366 2.0350 -1.6693 0.12
C -1.5998 1.0664 -0.1403 -0.13
C -0.9953 0.8723 1.2478 -0.16
H -0.8719 1.8336 1.7485 0.12
H -1.6286 0.2348 1.8651 0.12
C 0.3805 0.2017 1.1362 -0.19
C 0.2988 -1.2769 0.7598 -0.22
C 1.6403 -2.0048 0.8751 -0.20
C 2.7011 -1.5330 -0.1293 -0.21
C 3.7038 -0.5382 0.4546 -0.23
C 4.7221 -0.0858 -0.5896 -0.24
C 5.7399 0.8965 -0.0148 -0.28
C 6.7538 1.3381 -1.0627 -0.12
H 7.3013 0.4810 -1.4476 0.07
H 7.4680 2.0359 -0.6332 0.07
H 6.2550 1.8273 -1.8969 0.07
H 5.2171 1.7727 0.3771 0.11
H 6.2632 0.4245 0.8192 0.11
H 4.1999 0.3855 -1.4266 0.11
H 5.2482 -0.9588 -0.9813 0.12
H 3.1867 0.3370 0.8523 0.10
H 4.2308 -1.0120 1.2853 0.12
H 2.2117 -1.0896 -1.0000 0.11
H 3.2619 -2.3983 -0.4864 0.11
H 2.0254 -1.8940 1.8898 0.11
H 1.4480 -3.0676 0.7174 0.11
H -0.4182 -1.7682 1.4230 0.12
H -0.0659 -1.3897 -0.2641 0.10
H 0.8735 0.2825 2.1055 0.13
H 0.9875 0.7392 0.4077 0.11
H -1.5604 0.1157 -0.6744 0.12
H -1.0028 1.7989 -0.6876 0.15
H -3.4933 -3.2893 -2.0717 0.09
H -2.3373 -3.6014 -0.7590 0.09
H -4.0605 -3.9411 -0.5258 0.10
```

- net charge = +1
- spin multiplicity = 1
- HOMO-LUMO gap (eV) = 10.33
- energy relative to the best compared isomer or geometry (same formula, charge and spin) (eV) = 0.1272

=====

No. 3
Density functional theory data (ωB97M-V with the def2-TZVPD basis set) for a molecular structure, C16H32NO2P2PdSi.

```
55
Properties=species:S:1:pos:R:3:lowdin_spin:R:1
Pd -0.0984 -0.3138 -0.7409 1.39
P -0.7397 1.3385 1.8396 0.10
C -1.5363 2.2587 0.5842 0.50
C -1.0059 2.6369 -0.6862 0.04
N -0.2387 1.7739 -1.4299 0.23
C 0.3153 2.0837 -2.5979 0.05
C 0.2522 3.4075 -3.0569 0.12
C -0.5357 4.3311 -2.3697 -0.01
C -1.2131 3.9310 -1.2373 0.13
C 1.0283 0.9728 -3.3935 0.04
P 0.4317 -0.6990 -2.9091 0.28
H -1.8322 4.6095 -0.6587 0.00
H 0.8027 3.6720 -3.9551 0.01
H -0.6194 5.3534 -2.7268 0.00
H 0.8977 1.1197 -4.4788 0.01
H 2.1116 0.9897 -3.1695 0.00
H -3.8372 0.7987 0.2330 0.01
H -2.5104 2.7967 0.8387 0.01
H -3.5576 -0.9757 -1.3732 0.01
O -4.3708 0.4477 -0.4869 0.02
H -4.7014 1.2551 -0.9157 0.00
H -1.7338 -1.1048 -1.0311 0.22
O -2.9132 -1.6988 -1.2870 0.29
H -3.0940 -2.1101 -0.3975 0.01
C -0.9815 -0.9837 -4.0415 0.06
H -0.6180 -1.0092 -5.0825 0.01
H -1.4453 -1.9518 -3.7918 0.00
H -1.7215 -0.1743 -3.9355 0.00
C 1.7314 -1.8297 -3.4714 0.06
H 1.4968 -2.8352 -3.1099 0.00
H 1.8206 -1.8511 -4.5656 0.01
H 2.6908 -1.5293 -3.0397 0.00
C 0.4869 2.3847 2.6223 0.04
H 0.0438 2.8965 3.4826 0.00
H 1.3334 1.7675 2.9352 0.01
H 0.8286 3.1212 1.8877 0.00
C -1.8897 0.7408 3.0842 0.01
H -1.4705 -0.1882 3.4849 0.00
H -1.9948 1.4797 3.8839 0.00
H -2.8640 0.5133 2.6400 0.00
C 2.1904 -1.8605 4.5130 0.01
Si 1.9258 -2.3331 2.7025 0.03
C 3.5865 -2.3342 1.8288 0.01
C 1.1770 -4.0485 2.6562 0.01
C 0.7441 -1.1746 1.8770 0.21
C 0.0926 -0.1966 1.3815 0.09
H 2.7299 -2.6937 4.9972 0.00
H 1.2331 -1.7114 5.0373 0.00
H 2.7887 -0.9424 4.6239 0.00
H 4.3464 -2.8921 2.3916 0.00
H 3.4708 -2.7960 0.8384 0.00
H 3.9388 -1.3035 1.6853 0.00
H 0.1080 -3.9476 2.8842 0.00
H 1.2809 -4.4474 1.6387 0.00
H 1.6387 -4.7443 3.3677 0.00
```

- net charge = +3
- spin multiplicity = 5
- HOMO-LUMO gap (alpha / beta) (eV) = 6.23 / 4.85
- energy relative to the best compared isomer or geometry (same formula, charge and spin) (eV) = 0.0000

=====

No. 4
Density functional theory data (ωB97M-V with the def2-TZVPD basis set) for a single C16H32NOS molecule.

```
51
Properties=species:S:1:pos:R:3:lowdin_spin:R:1
C -1.2321 4.5574 1.3426 0.00
C -2.3383 4.7752 0.2968 0.00
C -1.8470 4.5724 -1.1466 0.00
C -2.1238 3.1602 -1.7026 0.00
C -0.8243 2.3527 -1.8775 0.00
C -1.0372 0.8486 -1.8750 0.00
C 0.2738 0.0603 -1.7760 0.00
C 0.5350 -0.6475 -0.4136 0.00
S 0.3810 0.5755 0.9439 0.00
C -0.4463 -1.8206 -0.2972 0.02
C -0.1099 -2.9011 0.7403 0.03
C -0.5062 -2.4548 2.1491 0.00
C -0.9993 -4.1124 0.4308 0.00
N 1.3077 -3.3332 0.6430 0.37
O 1.5139 -4.3024 -0.1757 0.53
C 2.3271 -2.2521 0.5869 0.03
C 2.6300 -1.6673 1.9837 0.00
C 3.6516 -2.8668 0.1051 0.00
C 1.9609 -1.1800 -0.4417 0.02
H -0.2650 4.8462 0.9494 0.00
H -1.4251 5.1882 2.2072 0.00
H -1.2023 3.5330 1.6942 0.00
H -3.1259 4.0595 0.4977 0.00
H -2.7256 5.7805 0.4066 0.00
H -0.7822 4.7792 -1.1811 0.00
H -2.3320 5.2939 -1.7965 0.00
H -2.6042 3.2379 -2.6718 0.00
H -2.7831 2.6151 -1.0334 0.00
H -0.3531 2.6371 -2.8182 0.00
H -0.1435 2.6439 -1.0875 0.00
H -1.7338 0.5750 -1.0881 0.00
H -1.5071 0.5928 -2.8210 0.00
H 0.2661 -0.7276 -2.5241 0.00
H 1.1158 0.7253 -1.9413 0.00
H -0.9147 0.4583 1.2623 0.00
H -0.4627 -2.3087 -1.2686 0.00
H -1.4572 -1.4748 -0.1054 0.00
H -0.3998 -3.2606 2.8661 0.00
H 0.0020 -1.5638 2.4882 0.00
H -1.5644 -2.2166 2.1178 0.00
H -0.6460 -4.9805 0.9731 0.00
H -1.9985 -3.9100 0.7971 0.00
H -1.0138 -4.3435 -0.6234 0.00
H 1.8271 -1.8133 2.6914 0.00
H 2.9129 -0.6267 1.9019 0.00
H 3.4901 -2.1892 2.3887 0.00
H 3.6375 -3.0582 -0.9588 0.00
H 3.8872 -3.7596 0.6686 0.00
H 4.4243 -2.1270 0.2957 0.00
H 2.0992 -1.6181 -1.4280 0.00
H 2.6611 -0.3518 -0.3748 0.00
```

- spin multiplicity = 2
- HOMO-LUMO gap (alpha / beta) (eV) = 8.91 / 9.52

=====

What did the third record say?
Density functional theory data (ωB97M-V with the def2-TZVPD basis set) for a molecular structure, C16H32NO2P2PdSi.

```
55
Properties=species:S:1:pos:R:3:lowdin_spin:R:1
Pd -0.0984 -0.3138 -0.7409 1.39
P -0.7397 1.3385 1.8396 0.10
C -1.5363 2.2587 0.5842 0.50
C -1.0059 2.6369 -0.6862 0.04
N -0.2387 1.7739 -1.4299 0.23
C 0.3153 2.0837 -2.5979 0.05
C 0.2522 3.4075 -3.0569 0.12
C -0.5357 4.3311 -2.3697 -0.01
C -1.2131 3.9310 -1.2373 0.13
C 1.0283 0.9728 -3.3935 0.04
P 0.4317 -0.6990 -2.9091 0.28
H -1.8322 4.6095 -0.6587 0.00
H 0.8027 3.6720 -3.9551 0.01
H -0.6194 5.3534 -2.7268 0.00
H 0.8977 1.1197 -4.4788 0.01
H 2.1116 0.9897 -3.1695 0.00
H -3.8372 0.7987 0.2330 0.01
H -2.5104 2.7967 0.8387 0.01
H -3.5576 -0.9757 -1.3732 0.01
O -4.3708 0.4477 -0.4869 0.02
H -4.7014 1.2551 -0.9157 0.00
H -1.7338 -1.1048 -1.0311 0.22
O -2.9132 -1.6988 -1.2870 0.29
H -3.0940 -2.1101 -0.3975 0.01
C -0.9815 -0.9837 -4.0415 0.06
H -0.6180 -1.0092 -5.0825 0.01
H -1.4453 -1.9518 -3.7918 0.00
H -1.7215 -0.1743 -3.9355 0.00
C 1.7314 -1.8297 -3.4714 0.06
H 1.4968 -2.8352 -3.1099 0.00
H 1.8206 -1.8511 -4.5656 0.01
H 2.6908 -1.5293 -3.0397 0.00
C 0.4869 2.3847 2.6223 0.04
H 0.0438 2.8965 3.4826 0.00
H 1.3334 1.7675 2.9352 0.01
H 0.8286 3.1212 1.8877 0.00
C -1.8897 0.7408 3.0842 0.01
H -1.4705 -0.1882 3.4849 0.00
H -1.9948 1.4797 3.8839 0.00
H -2.8640 0.5133 2.6400 0.00
C 2.1904 -1.8605 4.5130 0.01
Si 1.9258 -2.3331 2.7025 0.03
C 3.5865 -2.3342 1.8288 0.01
C 1.1770 -4.0485 2.6562 0.01
C 0.7441 -1.1746 1.8770 0.21
C 0.0926 -0.1966 1.3815 0.09
H 2.7299 -2.6937 4.9972 0.00
H 1.2331 -1.7114 5.0373 0.00
H 2.7887 -0.9424 4.6239 0.00
H 4.3464 -2.8921 2.3916 0.00
H 3.4708 -2.7960 0.8384 0.00
H 3.9388 -1.3035 1.6853 0.00
H 0.1080 -3.9476 2.8842 0.00
H 1.2809 -4.4474 1.6387 0.00
H 1.6387 -4.7443 3.3677 0.00
```

- net charge = +3
- spin multiplicity = 5
- HOMO-LUMO gap (alpha / beta) (eV) = 6.23 / 4.85
- energy relative to the best compared isomer or geometry (same formula, charge and spin) (eV) = 0.0000